C2H4ClNSi | ωB97M-V/def2-TZVPD

Computed properties:
HOMO-LUMO gap in eV: 8.2

Last column: Löwdin charge in e.
Cartesian coordinates (Å):
1 C 0.902 0.038 -0.226  -0.16
2 C -1.409 -0.081 -0.459  -0.66
3 N 0.933 -1.247 0.130  -0.03
4 Si -0.462 1.381 -0.173  0.39
5 Cl -1.962 -1.130 0.940  0.39
6 H 1.888 -1.657 0.199  0.12
7 H 0.127 -1.894 -0.068  0.07
8 H 0.018 2.179 0.914  -0.08
9 H -0.035 2.410 -1.258  -0.03

---

C2H4ClOPS | ωB97M-V/def2-TZVPD

Computed properties:
HOMO-LUMO gap (alpha / beta) in eV: 7.2 / 6.3

Last column: Löwdin charge in e.
Cartesian coordinates (Å):
1 C -0.534 0.629 1.122  -0.39
2 C 0.685 -0.079 -1.101  -0.64
3 O 2.841 -1.748 -0.061  -0.48
4 P 2.021 -0.571 0.236  0.26
5 S 0.039 1.289 -0.261  0.80
6 Cl 3.151 1.059 0.078  0.26
7 H -0.525 -0.504 1.300  0.04
8 H -1.040 1.402 1.846  0.07
9 H 1.120 0.139 -2.057  0.05
10 H 0.082 -0.943 -1.166  0.04

---

C2H4CoO4S | ωB97M-V/def2-TZVPD

Computed properties:
Charge: +1
HOMO-LUMO gap (alpha / beta) in eV: 8.7 / 6.0
⟨S²⟩: 6.02
Multiplicity: 5

Last column: Löwdin charge in e.
Cartesian coordinates (Å):
1 S -0.947 -0.546 1.292  0.90
2 O -1.624 0.785 1.319  -0.39
3 O -1.482 -1.337 0.044  -0.49
4 O 0.585 -0.240 0.625  -0.47
5 C 1.219 1.332 -0.051  0.02
6 C 1.645 1.077 -1.475  -0.22
7 O 1.041 0.092 -2.117  -0.11
8 Co 0.070 -1.109 -1.091  1.01
9 H 1.803 2.104 0.468  0.15
10 H 0.219 1.792 -0.095  0.14
11 H 2.591 0.852 -0.537  0.29
12 H 1.750 2.020 -2.041  0.18

---

C2H4CsO2 | ωB97M-V/def2-TZVPD

Computed properties:
Charge: -1
HOMO-LUMO gap in eV: 3.1

Last column: Löwdin charge in e.
Cartesian coordinates (Å):
1 Cs -2.114 1.121 1.714  1.22
2 O 1.890 0.779 -0.882  -0.46
3 C 0.791 -0.182 -0.822  -0.45
4 C -0.274 -0.179 0.340  -0.65
5 O 0.079 0.024 1.702  -0.67
6 H 1.239 -1.168 -0.703  0.05
7 H 0.250 -0.229 -1.767  0.05
8 H -1.061 -0.928 0.245  0.04
9 H -0.799 0.762 0.173  -0.14

---

C2H4F2 | ωB97M-V/def2-TZVPD

Computed properties:
HOMO-LUMO gap (alpha / beta) in eV: 11.0 / 9.0

Last column: Löwdin charge in e.
Cartesian coordinates (Å):
1 C 0.564 -0.251 -0.667  -0.05
2 C -0.272 0.422 0.380  -0.38
3 F -1.226 1.264 -0.183  0.00
4 F 0.328 1.164 1.324  0.05
5 H 0.078 0.000 -1.684  0.10
6 H 1.586 0.357 -0.675  0.13
7 H 0.556 -1.345 -0.455  0.08
8 H -1.613 -1.612 1.959  0.07

---

C2H4F2O2S | ωB97M-V/def2-TZVPD

Computed properties:
HOMO-LUMO gap in eV: 8.8

Last column: Löwdin charge in e.
Cartesian coordinates (Å):
1 C -0.106 1.280 -0.392  -0.36
2 C -1.134 -1.237 0.536  -0.53
3 O 0.523 1.022 -1.592  -0.01
4 O 1.780 -0.106 1.178  -0.38
5 F -1.031 -1.583 -0.768  -0.03
6 F -1.087 -2.447 1.179  -0.04
7 S 0.088 -0.023 1.090  1.06
8 H -1.188 1.531 -0.332  0.11
9 H 0.252 2.078 0.234  0.07
10 H -0.144 0.447 -1.965  0.09
11 H 2.047 -0.963 0.835  0.04

---

C2H4FIO | ωB97M-V/def2-TZVPD

Computed properties:
SMILES string: CO[C@@H](F)I
HOMO-LUMO gap in eV: 10.1

Last column: Löwdin charge in e.
Cartesian coordinates (Å):
1 C -1.154 -0.552 0.195  -0.10
2 C 0.898 0.525 -0.198  -0.76
3 O 0.142 -0.350 0.598  -0.24
4 F 0.380 1.811 -0.163  -0.04
5 I 2.863 0.363 0.727  0.81
6 H -1.833 0.148 0.524  0.08
7 H -1.315 -1.596 0.382  0.10
8 H -1.158 -0.621 -0.841  0.07
9 H 1.177 0.271 -1.223  0.08

---

C2H4FN | ωB97M-V/def2-TZVPD

Computed properties:
HOMO-LUMO gap (alpha / beta) in eV: 9.6 / 9.2

Last column: Löwdin charge in e.
Cartesian coordinates (Å):
1 C 0.016 -0.419 0.682  -0.30
2 C -0.107 0.438 -0.579  0.10
3 N -1.406 -0.341 1.071  0.04
4 F -2.179 -1.349 0.565  -0.10
5 H 0.521 -1.318 0.558  0.08
6 H 0.394 0.072 1.546  0.09
7 H 0.004 1.470 -0.509  0.03
8 H -0.671 -0.145 -1.254  0.04

---

C2H4FNO | ωB97M-V/def2-TZVPD

Computed properties:
HOMO-LUMO gap (alpha / beta) in eV: 8.4 / 8.1

Last column: Löwdin charge in e.
Cartesian coordinates (Å):
1 C 1.252 -0.184 0.010  -0.38
2 C -1.512 -0.943 -0.028  -0.05
3 N 1.008 1.108 0.029  0.11
4 O 2.084 -0.989 0.189  0.09
5 F -1.936 0.304 0.159  -0.07
6 H -1.677 -1.342 -0.997  0.04
7 H -1.294 -1.487 0.850  0.04
8 H 0.255 1.676 -0.201  0.06
9 H 1.819 1.857 -0.012  0.16

---

C2H4FNO3 | ωB97M-V/def2-TZVPD

Computed properties:
HOMO-LUMO gap (alpha / beta) in eV: 8.7 / 8.7

Last column: Löwdin charge in e.
Cartesian coordinates (Å):
1 C 0.160 0.071 0.341  -0.30
2 C -0.774 1.090 -0.283  -0.06
3 N -2.441 -0.432 -0.053  -0.26
4 O -1.893 -1.295 0.601  -0.02
5 O -3.523 -0.198 -0.526  0.07
6 O 0.428 -0.988 -0.514  -0.07
7 F -1.170 2.178 0.307  0.10
8 H 1.118 0.598 0.570  0.14
9 H -0.256 -0.280 1.324  0.14
10 H -0.588 1.222 -1.317  0.12
11 H -0.106 -1.771 -0.112  0.14

---

C2H4FNOS | ωB97M-V/def2-TZVPD

Computed properties:
SMILES string: O=C(CF)NS
HOMO-LUMO gap in eV: 10.4

Last column: Löwdin charge in e.
Cartesian coordinates (Å):
1 C -0.025 0.655 -0.072  -0.55
2 C -1.463 0.245 0.204  -0.06
3 H 2.858 -0.684 -1.150  -0.13
4 H 0.289 -1.280 0.158  0.09
5 H -2.243 0.824 -0.259  0.12
6 H -1.628 0.293 1.303  0.14
7 N 0.830 -0.432 -0.024  -0.36
8 O 0.400 1.787 -0.129  0.04
9 F -1.563 -1.124 -0.155  -0.08
10 S 2.544 -0.284 0.124  0.78

---

C2H4FNS | ωB97M-V/def2-TZVPD

Computed properties:
SMILES string: NC(=S)CF
HOMO-LUMO gap in eV: 9.3

Last column: Löwdin charge in e.
Cartesian coordinates (Å):
1 C -0.582 0.074 -0.037  -0.88
2 C 0.487 -0.981 0.035  -0.30
3 H -0.799 2.058 -0.126  0.10
4 H 0.970 1.572 -0.011  0.17
5 H 0.347 -1.421 1.059  0.14
6 H 0.153 -1.711 -0.742  0.12
7 N -0.094 1.332 0.005  0.08
8 F 1.707 -0.487 -0.123  -0.01
9 S -2.188 -0.437 -0.060  0.58

---

Respective ΔE to the lowest compared entry with this formula, charge and spin values: 457.9 237.1 282.2 69.5 474.1 160.0 58.5 483.9 412.4 299.8 5.4 41.1 kJ/mol.
Respective max |F| values: 3.20 2.62 4.83 3.38 2.59 2.62 3.25 3.79 5.81 5.19 1.97 3.57 eV/A.